Here is a 2-piece molecular cluster, C13H9N5O5 overall at a distorted geometry from the OMol25 dataset. Energies are from ωB97M-V/def2-TZVPD.

Properties
**2S+1**: 1
**HOMO level**: -8.95 eV
**Orbital gap**: 6.8650 eV
**Total charge**: 0

Positions of all 32 atoms, in Å:
O  1.3373  4.3137  2.1432
O  -0.2946  -1.9962  -4.2512
O  3.3482  0.5721  2.7373
O  -0.7059  4.3442  2.9439
O  2.8716  -1.6707  2.5231
N  0.3079  3.7312  2.5341
N  2.6865  1.7647  2.6777
N  -3.5519  -0.8383  2.5004
N  2.4629  -0.5245  2.4798
N  -0.5204  -0.8186  -0.2698
C  0.2226  2.2888  2.5009
C  0.0177  -1.0356  -5.2838
C  -2.4928  -0.3413  2.4548
C  -0.6756  -2.5061  -1.9726
C  -0.0492  -0.5403  2.1867
C  -0.7051  -2.0914  -0.6472
C  -0.2558  -0.1953  -2.5862
C  1.2134  0.0566  2.2747
C  -0.3117  0.1011  -1.2203
C  -0.4175  -1.5444  -2.9690
C  -1.1885  0.2657  2.4117
C  1.3896  1.4416  2.4119
C  -1.0358  1.6646  2.5739
H  -0.8068  -3.5499  -2.2395
H  -0.0973  -1.6212  2.0840
H  0.0756  -1.6384  -6.1875
H  -1.9209  2.2821  2.7242
H  -0.1720  1.1357  -0.8997
H  -0.7770  -0.2843  -5.3782
H  -0.8803  -2.8219  0.1435
H  0.9793  -0.5413  -5.0943
H  -0.0535  0.5976  -3.3065

***

Here is C14H10AlF6N4O4S3 as an isolated structure at a distorted geometry from the OMol25 dataset. Energies are from ωB97M-V/def2-TZVPD.

Properties
**2S+1**: 1
**HOMO level**: -11.72 eV
**Orbital gap**: 7.8415 eV
**Total charge**: +1

Positions of all 42 atoms, in Å:
S  16.3307  11.7102  5.9727
S  14.9565  13.0594  3.9594
S  12.7195  9.0943  3.0104
Al  13.9252  10.1876  4.6778
F  17.0204  10.4090  3.7722
F  18.5956  11.7440  4.4830
F  14.2379  15.4096  5.0121
F  12.7907  14.6036  3.5151
F  18.2233  9.7955  5.4981
F  12.8463  13.7447  5.5221
O  15.2341  10.6131  5.9034
O  16.8057  11.9362  7.2875
O  14.3106  11.7109  3.7331
O  15.5229  13.6166  2.8159
N  13.0985  6.4734  3.6144
N  14.1692  8.1257  4.9282
N  12.3118  10.6551  5.6037
N  15.8869  13.0130  5.2255
C  13.5949  14.2875  4.5535
C  13.6147  5.5319  4.3917
C  8.2536  13.3007  5.5394
C  9.8335  11.4177  5.5414
C  7.5215  11.1448  4.8965
C  9.5501  12.8001  5.7584
C  8.7352  10.5592  5.1242
C  13.3464  7.7298  3.9243
C  16.0788  7.5045  6.3372
C  14.4657  5.8049  5.4491
C  7.3106  12.5101  4.9559
C  14.8944  7.1475  5.5250
C  17.6729  10.8725  4.8752
C  11.1698  10.9633  5.5888
H  6.3077  12.9198  4.6391
H  13.3234  4.5062  4.1597
H  16.2913  6.7481  7.1263
H  10.3540  13.4107  6.1368
H  15.9054  8.4876  6.7839
H  14.8213  5.0331  6.1157
H  16.9628  7.5876  5.6625
H  6.5936  10.5465  4.7079
H  8.0145  14.3040  5.9498
H  8.8525  9.5039  4.9955

***

Here is C14H10Co2O8 as an isolated structure at a distorted geometry from the OMol25 dataset. Energies are from ωB97M-V/def2-TZVPD.

Properties
**2S+1**: 1
**HOMO level**: -1.22 eV
**Orbital gap**: 5.8645 eV
**Total charge**: -2

Positions of all 34 atoms, in Å:
Co  0.9285  0.3178  -2.7075
Co  -1.8502  -1.1179  -2.8029
O  1.8196  1.9276  2.4270
O  -1.0575  1.9756  2.8024
O  -4.2768  -0.7222  -1.2472
O  -0.5830  -3.5907  -1.9653
O  2.5907  2.6911  -2.3169
O  -2.2675  -1.4184  -5.6687
O  2.7271  -1.6583  -1.5210
O  1.4036  -0.4160  -5.5553
C  1.9394  1.7486  -2.4383
C  -0.8766  0.6118  -2.6817
C  0.4658  0.2460  3.4119
C  -0.2295  0.8331  -1.4568
C  1.8958  -0.9203  -1.8350
C  -1.0838  -2.5804  -2.2535
C  2.9408  0.0515  3.4414
C  -0.8353  0.8434  3.2497
C  -0.3844  1.0634  -0.1447
C  1.1974  -0.1456  -4.4513
C  -2.1469  -1.3342  -4.5145
C  -3.3053  -0.9139  -1.8574
C  1.7133  0.8565  3.0422
C  -1.9845  -0.0542  3.6838
H  -1.2718  1.4007  -3.3391
H  -2.8324  0.0708  3.0035
H  0.4923  -0.7569  3.8445
H  -1.3847  1.2490  0.2849
H  3.3163  0.3895  4.4177
H  0.4750  1.0513  0.5388
H  -2.3129  0.2229  4.6946
H  3.7382  0.2028  2.7081
H  -1.6740  -1.1048  3.6935
H  2.7135  -1.0195  3.5129

***

Here is one molecule with the formula C14H11Br2NO3S from the OMol25 dataset. Energies are from ωB97M-V/def2-TZVPD.

Properties
**2S+1**: 1
**HOMO level**: -9.60 eV
**Orbital gap**: 8.0801 eV
**Total charge**: 0

Positions of all 32 atoms, in Å:
Br  0.2451  -2.2000  -1.1107
Br  3.9770  -0.3945  0.7547
S  -3.5842  -2.3376  1.4796
O  0.0732  3.1624  -0.2735
O  -2.6645  2.7977  -0.9613
O  0.4473  -0.3507  3.0057
N  -2.2853  -0.0288  2.2543
C  -1.1976  0.5352  1.5394
C  -0.0873  2.0069  0.0164
C  2.5230  1.2659  -2.2797
C  1.1420  0.0327  0.7698
C  -2.8507  -1.0436  1.9165
C  -2.3975  2.0739  -2.1500
C  0.1641  0.0419  1.9008
C  1.9979  -2.1868  -0.2555
C  -1.3497  1.4821  0.6193
C  1.8314  1.1208  -1.3121
C  2.1484  -1.0683  0.8023
C  -2.7015  2.0122  0.1931
C  1.0116  0.9857  -0.1615
C  2.2280  -3.5447  0.3831
H  -1.5665  2.5430  -2.6766
H  2.0867  -1.5279  1.7852
H  3.1737  -3.5393  0.9262
H  -3.3505  1.1400  0.0411
H  -2.1296  1.0332  -1.9445
H  -3.1478  2.6076  0.9896
H  -3.2767  2.0903  -2.7951
H  1.4212  -3.7699  1.0809
H  2.7173  -2.0205  -1.0504
H  3.1633  1.4086  -3.1152
H  2.2382  -4.3272  -0.3719

***

Here is C14H11N4S2Ti as an isolated structure at a distorted geometry from the OMol25 dataset. Energies are from ωB97M-V/def2-TZVPD.

Properties
**Expectation value of S²**: 0.75
**2S+1**: 2
**HOMO level (alpha / beta)**: -8.25 / -8.67 eV
**Orbital gap (alpha / beta)**: 7.6409 / 8.0906 eV
**Total charge**: 0

Positions of all 32 atoms, in Å:
Ti  1.0411  0.1170  0.4220
S  -1.6254  -1.6117  3.9054
S  4.5527  0.1097  -2.2248
N  0.0146  0.7316  -1.1711
N  -0.0516  -0.4503  1.9276
N  1.1145  2.0567  0.8324
N  2.8613  -0.3819  -0.0700
C  -2.3948  -2.8513  -0.0574
C  3.5988  -0.1602  -0.9791
C  1.5564  2.9749  1.7046
C  -0.6097  -0.2088  -2.1142
C  -0.4082  1.9391  -0.9895
C  -0.0418  -3.3004  0.0106
C  0.1789  -2.2411  -0.8602
C  0.0342  4.0296  0.4456
C  -2.1744  -1.7887  -0.9250
C  0.9197  4.2045  1.5103
C  -1.3295  -3.6009  0.4224
C  -0.8891  -1.4724  -1.3341
C  0.1656  2.7070  0.0466
C  -0.7220  -0.9452  2.7703
H  1.1882  -2.0445  -1.2074
H  -1.5219  0.2103  -2.5366
H  -1.5031  -4.4101  1.1196
H  0.0858  -0.4084  -2.9270
H  -3.4023  -3.0788  0.2685
H  -3.0097  -1.1900  -1.2699
H  -0.6276  4.7665  0.0148
H  1.0900  5.1078  2.0744
H  0.7971  -3.8769  0.3783
H  -1.1904  2.3476  -1.6284
H  2.3024  2.7190  2.4414

***

Here is one molecule with the formula C14H12BCl3N2O at a distorted geometry from the OMol25 dataset. Energies are from ωB97M-V/def2-TZVPD.

Properties
**2S+1**: 1
**HOMO level**: -9.09 eV
**Orbital gap**: 7.3539 eV
**Total charge**: 0

Positions of all 33 atoms, in Å:
Cl  -0.5855  -2.2019  -2.2199
Cl  -2.3452  -0.0616  -3.5524
Cl  -3.4110  -1.9082  -1.3080
O  -1.4531  0.1045  -1.0349
N  1.4968  -0.4055  2.4801
N  1.6232  -0.6219  -0.8648
C  3.2060  -2.0694  -2.6966
C  2.2209  -1.7874  -0.4995
C  -2.0862  2.7122  3.2423
C  1.1455  -0.0426  1.4277
C  -1.8313  1.3751  3.5701
C  2.9696  -2.5562  -1.4100
C  -1.4673  0.8522  1.2205
C  2.7559  -0.7804  -2.9774
C  -0.8388  -0.1476  0.1492
C  -1.9315  2.1408  0.8796
C  1.9999  -0.0837  -2.0495
C  -2.2098  3.0630  1.8832
C  -1.5595  0.4504  2.5501
C  0.6674  0.1615  0.0968
B  -1.9534  -0.9170  -1.9697
H  3.7601  -2.6625  -3.4396
H  -1.0414  -1.1856  0.5025
H  -2.0952  2.4038  -0.1566
H  3.3678  -3.5266  -1.0934
H  -2.2860  3.4366  4.0420
H  1.7040  0.9370  -2.1963
H  -1.4158  -0.6076  2.7904
H  0.7696  1.2073  -0.2406
H  -1.8207  1.0426  4.6121
H  2.9929  -0.3080  -3.9243
H  -2.5260  4.0766  1.6456
H  2.1781  -2.0901  0.5415

***

Here is C14H12Br2EuF4N2 as an isolated structure at a distorted geometry from the OMol25 dataset. Energies are from ωB97M-V/def2-TZVPD.

Properties
**Expectation value of S²**: 15.76
**2S+1**: 8
**HOMO level (alpha / beta)**: -14.37 / -14.37 eV
**Orbital gap (alpha / beta)**: 5.0464 / 5.2590 eV
**Total charge**: +2

Positions of all 35 atoms, in Å:
Eu  2.9878  4.6342  -0.8560
Br  -4.5890  -0.2173  3.0316
Br  -4.3364  0.4134  -0.3042
F  -2.3786  -1.6495  2.6047
F  1.3894  -2.4804  -2.7922
F  -2.8273  -1.7897  -0.3163
F  -4.1275  -2.4681  1.6448
N  3.2307  2.3876  0.6405
N  0.3270  2.4042  0.5290
C  1.1389  -0.7872  -1.2253
C  1.0823  1.4031  -0.0114
C  0.1510  -3.0399  -0.8382
C  -1.0803  0.3577  -0.7014
C  2.4077  3.3456  1.2205
C  -3.0015  -0.7362  0.5238
C  0.3928  0.3173  -0.6499
C  -3.4749  -1.3434  1.8942
C  -1.7129  0.0389  0.6804
C  2.4892  1.3981  0.0469
C  1.0354  3.3473  1.1612
C  3.1786  0.2932  -0.5225
C  0.4785  -1.9731  -1.8886
C  2.5277  -0.7789  -1.1383
H  -1.4662  -0.3302  -1.4418
H  3.1094  -1.5905  -1.5401
H  -0.3964  -1.6786  -2.4596
H  -1.0242  -0.4840  1.3389
H  -1.9650  0.9766  1.1644
H  4.2576  0.3002  -0.4621
H  -1.4056  1.3526  -0.9962
H  0.4977  4.1443  1.6589
H  2.8970  4.1508  1.7653
H  -0.9126  -3.0516  -0.6311
H  0.4450  -4.0095  -1.2256
H  0.6746  -2.8570  0.0957

***

Here is C14H12Br2N4O3W as an isolated structure at a distorted geometry from the OMol25 dataset. Energies are from ωB97M-V/def2-TZVPD.

Properties
**2S+1**: 1
**HOMO level (alpha / beta)**: -22.14 / -22.14 eV
**Orbital gap (alpha / beta)**: 5.1576 / 5.1582 eV
**Total charge**: +4

Positions of all 36 atoms, in Å:
W  -0.2058  0.3291  0.8012
Br  -0.9970  -0.2927  -5.6813
Br  5.8297  -0.7218  -1.6358
O  0.0652  2.0081  1.2526
O  -3.4009  -0.3421  3.1849
O  -0.9725  4.0226  2.1681
N  -1.9133  0.6232  1.6372
N  1.6782  -0.1398  0.1866
N  -0.3710  -1.4485  2.0685
N  -0.5732  0.0541  -1.1396
C  2.8101  -0.1478  0.9870
C  0.5568  -0.1840  -1.9380
C  -0.8382  -0.1467  -3.9038
C  -1.8124  0.2080  -1.7497
C  -1.1707  2.9340  1.9409
C  0.4349  -0.2912  -3.2833
C  -1.9675  0.1103  -3.0911
C  4.2094  -0.4846  -0.9181
C  1.8281  -0.2878  -1.1925
C  -2.5691  -0.5361  2.3857
C  -2.3335  1.9705  2.0720
C  4.0557  -0.3100  0.4808
C  -1.8528  -1.8137  2.0522
C  3.0528  -0.4550  -1.7491
H  -2.9527  0.2291  -3.5254
H  -3.1520  2.3570  1.4531
H  1.3009  -0.4880  -3.9007
H  -0.1125  -1.2722  3.0454
H  -2.1119  -2.5779  2.7847
H  2.6639  -0.0071  2.0507
H  -2.6532  0.4005  -1.1008
H  -2.1166  -2.1635  1.0528
H  3.1733  -0.5501  -2.8198
H  4.9152  -0.2996  1.1399
H  0.1904  -2.2527  1.7763
H  -2.6877  1.9664  3.1081

***

Copy entry 3 word for word.
Here is C14H10Co2O8 as an isolated structure at a distorted geometry from the OMol25 dataset. Energies are from ωB97M-V/def2-TZVPD.

Properties
**2S+1**: 1
**HOMO level**: -1.22 eV
**Orbital gap**: 5.8645 eV
**Total charge**: -2

Positions of all 34 atoms, in Å:
Co  0.9285  0.3178  -2.7075
Co  -1.8502  -1.1179  -2.8029
O  1.8196  1.9276  2.4270
O  -1.0575  1.9756  2.8024
O  -4.2768  -0.7222  -1.2472
O  -0.5830  -3.5907  -1.9653
O  2.5907  2.6911  -2.3169
O  -2.2675  -1.4184  -5.6687
O  2.7271  -1.6583  -1.5210
O  1.4036  -0.4160  -5.5553
C  1.9394  1.7486  -2.4383
C  -0.8766  0.6118  -2.6817
C  0.4658  0.2460  3.4119
C  -0.2295  0.8331  -1.4568
C  1.8958  -0.9203  -1.8350
C  -1.0838  -2.5804  -2.2535
C  2.9408  0.0515  3.4414
C  -0.8353  0.8434  3.2497
C  -0.3844  1.0634  -0.1447
C  1.1974  -0.1456  -4.4513
C  -2.1469  -1.3342  -4.5145
C  -3.3053  -0.9139  -1.8574
C  1.7133  0.8565  3.0422
C  -1.9845  -0.0542  3.6838
H  -1.2718  1.4007  -3.3391
H  -2.8324  0.0708  3.0035
H  0.4923  -0.7569  3.8445
H  -1.3847  1.2490  0.2849
H  3.3163  0.3895  4.4177
H  0.4750  1.0513  0.5388
H  -2.3129  0.2229  4.6946
H  3.7382  0.2028  2.7081
H  -1.6740  -1.1048  3.6935
H  2.7135  -1.0195  3.5129

***

Question: Which of these has the lowest total charge?
Answer: C14H10Co2O8

***

Question: 2S+1 of number 3 (C14H10Co2O8)?
Answer: 1

***

Question: 2S+1 of number 4 (C14H11Br2NO3S)?
Answer: 1